(1)
The following is a quantum chemistry calculation of a 3-piece molecular cluster, C4H12O4 overall, from OMol25.

The geometry in XYZ format:
```
20
C4H12O4, DFT the ωB97M-V functional and the def2-TZVPD basis
C -0.772 1.452 -1.516
C -0.596 0.259 -0.617
O -1.419 0.495 0.529
C -0.847 -1.106 -1.331
C -0.763 -2.271 -0.425
O -0.627 -3.405 -0.816
H 0.034 1.390 -2.242
H -0.603 2.337 -0.879
H -1.773 1.723 -1.828
H 0.448 0.157 -0.273
H -1.708 -0.333 0.932
H -1.725 -0.962 -1.973
H -0.063 -1.137 -2.092
H -0.695 -2.124 0.668
O 1.916 3.342 0.769
H 1.078 3.268 1.289
H 2.216 2.418 0.649
O 2.181 -0.115 2.530
H 2.770 0.651 2.445
H 1.395 0.457 2.622
```

Values from the calculation:
SMILES string = C[C@@H](O)CC=O.O.O
Relative energy (zero: lowest compared OMol25 entry of this formula, charge and spin) = 172.7 kJ/mol
Multiplicity = 1
Electronic energy = -460.5169 Ha
Frontier orbital gap = 10.39 eV
HOMO energy = -10.187 eV
LUMO = 0.2 eV


(2)
The following is a quantum chemistry calculation of C3H9N3O in the gas phase, from OMol25.

The geometry in XYZ format:
```
16
C3H9N3O, DFT the ωB97M-V functional and the def2-TZVPD basis
C -1.321 -0.723 1.940
N -0.308 -1.010 1.216
N 0.134 0.221 0.301
C 1.550 0.507 0.565
C -0.073 -0.255 -1.007
N 0.155 1.088 -1.853
O -1.395 -0.577 -1.237
H -1.920 0.195 1.814
H -1.614 -1.391 2.766
H 1.810 1.511 0.218
H 2.235 -0.222 0.119
H 1.711 0.490 1.648
H 0.610 -1.034 -1.353
H 0.559 0.907 -2.768
H -0.630 1.696 -1.635
H -1.501 -1.401 -0.734
```

Values from the calculation:
SMILES string = C=NN(C)[C@H](N)O
Relative energy (zero: lowest compared OMol25 entry of this formula, charge and spin) = 335.1 kJ/mol
Multiplicity = 1
Electronic energy = -359.1168 Ha
Frontier orbital gap = 10.11 eV
HOMO energy = -9.062 eV
LUMO = 1.0 eV


(3)
The following is a quantum chemistry calculation of a 6-piece molecular cluster, C38H44BFIN7O5PS overall, from OMol25.

The geometry in XYZ format:
```
99
C38H44BFIN7O5PS, DFT the ωB97M-V functional and the def2-TZVPD basis
C 2.339 2.863 -0.790
C 1.748 2.290 0.383
C 0.504 1.265 0.289
C -0.862 1.917 -0.115
N -0.903 3.384 -0.376
C -2.100 0.982 -0.238
C -3.494 1.642 -0.617
I -3.471 2.174 -2.764
C -3.891 2.920 0.317
C -3.708 2.640 1.889
C -1.892 -0.568 0.023
P -3.432 -1.619 -0.215
O -3.179 -3.289 -0.317
O -4.052 -1.179 -1.767
S -4.745 -1.314 1.215
C -0.472 -1.107 0.445
C -0.309 -2.686 0.757
B 0.115 -3.562 -0.548
O -0.642 -3.725 -1.758
O 1.417 -4.231 -0.517
N 0.664 -0.173 0.539
C 2.060 -0.585 0.874
C 2.939 -0.608 -0.493
O 2.558 -0.161 -1.579
F 4.263 -1.160 -0.356
H 1.782 3.017 -1.775
H 3.443 3.192 -0.786
H 2.195 2.549 1.402
H -0.748 3.889 0.518
H -0.206 3.647 -1.083
H -4.395 0.929 -0.499
H -5.017 3.084 0.120
H -3.379 3.882 -0.053
H -4.715 2.684 2.455
H -3.103 3.533 2.310
H -3.228 1.639 2.150
H -3.577 -3.751 0.461
H -4.295 -1.995 -2.268
H -1.286 -3.039 1.267
H 0.498 -2.896 1.563
H -0.923 -2.841 -2.085
H 1.903 -3.804 -1.270
H 2.563 0.108 1.653
H 2.161 -1.637 1.300
N 1.211 -4.197 3.677
C 1.641 -5.376 3.197
C 2.263 -6.343 3.971
C 2.457 -6.079 5.319
C 2.024 -4.868 5.841
C 1.409 -3.969 4.986
H 1.471 -5.534 2.137
H 2.587 -7.277 3.531
H 2.942 -6.809 5.957
H 2.160 -4.629 6.888
H 1.049 -3.010 5.344
N 7.385 0.760 2.435
C 6.588 0.529 1.379
C 6.968 -0.211 0.272
C 8.249 -0.743 0.247
C 9.095 -0.519 1.324
C 8.618 0.232 2.387
H 5.597 0.969 1.444
H 6.283 -0.366 -0.549
H 8.585 -1.327 -0.603
H 10.101 -0.919 1.338
H 9.240 0.432 3.253
N 2.351 -0.224 4.681
C 3.473 -0.040 5.397
C 3.516 0.635 6.606
C 2.333 1.157 7.109
C 1.159 0.985 6.390
C 1.219 0.291 5.193
H 4.373 -0.463 4.962
H 4.451 0.750 7.141
H 2.327 1.693 8.051
H 0.218 1.380 6.753
H 0.326 0.128 4.597
N -3.884 5.438 -5.087
C -3.563 6.689 -5.455
C -2.695 6.990 -6.492
C -2.119 5.939 -7.191
C -2.432 4.636 -6.831
C -3.314 4.441 -5.781
H -4.036 7.476 -4.876
H -2.475 8.019 -6.747
H -1.434 6.133 -8.009
H -2.001 3.792 -7.355
H -3.593 3.440 -5.464
N -5.517 -2.830 -4.462
C -4.492 -2.262 -5.118
C -4.640 -1.257 -6.059
C -5.921 -0.810 -6.347
C -7.000 -1.381 -5.686
C -6.747 -2.378 -4.758
H -3.510 -2.646 -4.861
H -3.774 -0.834 -6.554
H -6.077 -0.025 -7.079
H -8.014 -1.057 -5.887
H -7.557 -2.852 -4.213
```

Values from the calculation:
Multiplicity = 1
Electronic energy = -3395.5323 Ha
Total charge = +1
Frontier orbital gap = 7.02 eV
HOMO energy = -11.358 eV
LUMO = -4.3 eV